Arrangement one

# C3H3N5

A single C3H3N5 molecule (ωB97M-V with the def2-TZVPD basis set, the OMol25 dataset).

```
11
C3H3N5 (ωB97M-V with the def2-TZVPD basis set)
H -1.668 -1.574 -0.677
N -0.703 -1.663 -0.572
C -0.256 -0.437 -0.853
C 1.267 -0.330 -0.725
N 1.844 0.384 0.151
N 0.874 0.504 1.258
C -0.376 0.905 1.257
N -0.985 1.551 0.250
N -0.892 0.863 -0.870
H 1.844 -0.886 -1.465
H -0.948 0.683 2.246
```

Calculated values
HOMO energy in Eh: -0.375
SMILES string: [H]/N=c1/cnncnn1
Multiplicity: 1
Lowest unoccupied orbital energy in eV: -1.38
Frontier orbital gap in eV: 8.81

Arrangement two

# C3H3N5

A single C3H3N5 molecule (ωB97M-V with the def2-TZVPD basis set, the OMol25 dataset).

```
11
C3H3N5 (ωB97M-V with the def2-TZVPD basis set)
N -0.580 0.819 -3.389
C -0.498 0.541 -2.248
C -0.381 0.244 -0.897
N -1.493 0.184 -0.107
N -1.305 0.150 1.281
C -0.097 -0.111 1.732
N 0.987 -0.638 0.930
N 0.886 -0.100 -0.385
H 0.008 -0.111 2.822
H 0.911 -1.635 0.816
H 1.563 0.660 -0.556
```

Calculated values
HOMO energy in Eh: -0.353
SMILES string: N#CC1=NN=CNN1
Multiplicity: 1
Lowest unoccupied orbital energy in eV: -0.97
Frontier orbital gap in eV: 8.64

Arrangement three

# C3H3N5

A single C3H3N5 molecule (ωB97M-V with the def2-TZVPD basis set, the OMol25 dataset).

```
11
C3H3N5 (ωB97M-V with the def2-TZVPD basis set)
H -1.989 -1.059 1.168
N -2.089 -0.228 0.709
C -1.230 -0.226 -0.305
N -0.132 -1.096 -0.572
C 1.074 -0.960 -0.531
N 1.596 0.028 0.331
C 0.836 1.081 0.537
N -0.040 1.561 -0.607
N -1.064 1.017 -1.018
H 1.619 -1.953 -0.851
H 1.419 1.835 1.140
```

Calculated values
HOMO energy in Eh: -0.349
SMILES string: [H]/N=c1\ncncnn1
Multiplicity: 1
Lowest unoccupied orbital energy in eV: -0.77
Frontier orbital gap in eV: 8.73

Arrangement four

# C3H3N5

A single C3H3N5 molecule (ωB97M-V with the def2-TZVPD basis set, the OMol25 dataset).

```
11
C3H3N5 (ωB97M-V with the def2-TZVPD basis set)
C -0.688 1.142 -0.034
N -1.418 0.030 0.027
N -0.716 -1.164 -0.166
C 0.571 -0.679 -0.161
N 1.789 -1.216 -0.008
N 2.573 -0.075 0.011
N 1.957 1.065 -0.061
C 0.628 0.750 -0.113
H -1.247 2.095 0.115
H -2.374 -0.118 -0.173
H -1.076 -1.831 0.563
```

Calculated values
HOMO energy in Eh: -0.348
SMILES string: c1[nH][nH]c2nnnc1-2
Multiplicity: 1
Lowest unoccupied orbital energy in eV: -0.07
Frontier orbital gap in eV: 9.39

Tell me which of them is the most stable. Sure, it is arrangement four.

Arrangement one

# C3H3N5

A single C3H3N5 molecule (ωB97M-V with the def2-TZVPD basis set, the OMol25 dataset).

```
11
C3H3N5 (ωB97M-V with the def2-TZVPD basis set)
H -1.366 0.749 2.304
N -0.640 0.019 2.120
C -0.619 -0.488 0.968
N 0.249 -1.470 0.466
C 0.950 -1.145 -0.521
N 1.308 0.193 -0.801
C 0.450 1.078 -1.046
N -0.903 0.867 -0.832
N -1.484 0.076 -0.057
H 1.414 -1.923 -1.142
H 0.640 2.044 -1.458
```

Calculated values
HOMO energy in Eh: -0.340
SMILES string: [H]/N=c1/ncncnn1
Multiplicity: 1
Lowest unoccupied orbital energy in eV: -1.19
Frontier orbital gap in eV: 8.07

Arrangement two

# C3H3N5

A molecular structure, C3H3N5 (ωB97M-V with the def2-TZVPD basis set, the OMol25 dataset).

```
11
C3H3N5 (ωB97M-V with the def2-TZVPD basis set)
C 0.172 1.208 -1.763
C 0.091 -0.541 -0.504
C 0.083 0.833 -0.270
H -0.577 1.818 -2.329
H 1.262 1.592 -1.904
H 0.324 -1.260 -2.499
N 0.057 -0.366 -1.832
N -0.203 -1.505 0.341
N -0.171 -1.101 1.649
N -0.097 0.157 1.987
N -0.025 1.223 0.991
```

Calculated values
HOMO energy in Eh: -0.355
Multiplicity: 1
Lowest unoccupied orbital energy in eV: -0.08
Frontier orbital gap in eV: 9.59

Tell me which of them is the most stable. Sure, it is arrangement one.

Arrangement one

# C4H7NO3

3 unconnected molecules or ions with the total composition C4H7NO3 (ωB97M-V with the def2-TZVPD basis set, the OMol25 dataset).

```
15
C4H7NO3 (ωB97M-V with the def2-TZVPD basis set)
C -0.322 2.239 -0.207
C 0.206 0.144 0.241
C -0.809 -0.137 1.035
C 0.882 -1.555 -1.464
H -1.157 1.398 -1.085
H 0.152 3.042 -0.949
H -0.600 2.925 0.606
H -1.505 0.592 1.597
H -1.263 -1.015 1.235
H 0.496 -2.280 2.066
H 0.755 -2.684 -1.554
N 1.094 -1.028 -0.041
O 0.991 1.283 0.130
O 0.372 -2.249 0.602
O 0.708 -0.676 -2.212
```

Calculated values
HOMO energy in Eh: -0.327
Multiplicity: 1
Lowest unoccupied orbital energy in eV: -0.53
Frontier orbital gap in eV: 8.36

Arrangement two

# C4H7NO3

A single C4H7NO3 molecule (ωB97M-V with the def2-TZVPD basis set, the OMol25 dataset).

```
15
C4H7NO3 (ωB97M-V with the def2-TZVPD basis set)
C -0.446 0.086 -2.505
N 0.344 0.221 -1.266
C 0.288 -0.717 -0.221
O -0.070 -1.839 -0.450
C 0.804 -0.490 1.209
C -0.195 0.472 1.839
O -0.602 1.431 1.128
O -0.560 0.216 3.113
H 0.068 0.448 -3.527
H -0.531 -1.089 -2.708
H -1.451 0.482 -2.279
H 0.568 1.141 -0.875
H 1.737 0.087 1.370
H 0.980 -1.459 1.723
H -0.935 1.011 3.448
```

Calculated values
HOMO energy in Eh: -0.350
SMILES string: CNC(=O)CC(=O)O
Multiplicity: 1
Lowest unoccupied orbital energy in eV: 0.55
Frontier orbital gap in eV: 10.08

Tell me which of them is the most stable. Sure, it is arrangement two.

Arrangement one

# C4H7NO3

A single C4H7NO3 molecule (ωB97M-V with the def2-TZVPD basis set, the OMol25 dataset).

```
15
C4H7NO3 (ωB97M-V with the def2-TZVPD basis set)
H 1.770 -0.583 -1.057
N 2.226 0.240 -0.672
C 1.522 0.801 0.226
O 1.968 1.945 0.764
C 0.087 0.554 0.618
C -0.520 -0.719 0.038
O -0.637 -0.651 -1.354
C -1.865 -1.001 0.670
O -2.849 -1.182 -0.006
H 2.213 2.529 0.003
H -0.512 1.426 0.315
H 0.054 0.522 1.718
H 0.118 -1.579 0.330
H -1.545 -0.898 -1.584
H -1.896 -1.050 1.778
```

Calculated values
HOMO energy in Eh: -0.386
SMILES string: [H]/N=C(/O)C[C@H](O)C=O
Multiplicity: 1
Lowest unoccupied orbital energy in eV: 0.51
Frontier orbital gap in eV: 11.00

Arrangement two

# C4H7NO3

2 unconnected molecules or ions with the total composition C4H7NO3 (ωB97M-V with the def2-TZVPD basis set, the OMol25 dataset).

```
15
C4H7NO3 (ωB97M-V with the def2-TZVPD basis set)
C -1.014 1.139 -0.964
C -0.591 0.646 0.403
C -0.970 -0.630 0.845
O -1.352 -1.633 0.048
H -2.101 1.184 -1.056
H -0.608 0.501 -1.754
H -0.602 2.138 -1.121
H -0.697 1.403 1.180
H -1.036 -0.898 1.891
H -1.226 -1.386 -0.882
N 2.178 1.434 0.089
C 1.483 0.537 0.383
O 1.481 -0.859 0.832
O 2.077 -1.770 -0.129
H 2.978 -1.807 0.234
```

Calculated values
HOMO energy in Eh: -0.316
SMILES string: C/C=C\O.N#COO
Multiplicity: 1
Lowest unoccupied orbital energy in eV: -0.02
Frontier orbital gap in eV: 8.58

Tell me which of them is the most stable. Sure, it is arrangement one.